1.
Entry from the Open Molecules 2025 dataset: a molecular structure, C28H44BrHgN3P2 at a distorted geometry (wB97M-V/def2-TZVPD).

```
79
Properties=species:S:1:pos:R:3:forces:R:3:lowdin_charge:R:1
C -4.292 -7.194 1.228 0.435 0.156 -0.248 -0.011
C -3.090 -6.734 0.635 -0.480 -1.584 -0.126 -0.231
C -2.318 -7.690 -0.071 -0.285 0.339 0.283 -0.012
C -2.774 -9.010 -0.144 -0.153 0.032 0.093 -0.130
N -3.914 -9.446 0.419 0.261 0.864 0.068 0.066
C -4.646 -8.539 1.089 0.150 -0.041 -0.093 -0.129
C -2.678 -5.378 0.743 0.793 2.611 0.204 0.062
C -2.322 -4.205 0.837 -0.765 -2.455 -0.187 0.046
C -1.910 -2.848 0.945 0.316 1.067 0.096 -0.219
C -2.835 -1.788 0.765 0.399 -0.179 -0.028 -0.016
C -2.423 -0.456 0.871 0.352 0.275 0.070 -0.154
C -1.080 -0.118 1.162 -0.058 -4.023 0.944 -0.439
C -0.163 -1.180 1.342 -0.345 -0.109 -0.060 -0.150
C -0.561 -2.517 1.236 -0.303 0.094 -0.226 -0.012
Hg -0.499 1.796 1.315 -0.237 -5.391 -0.731 1.005
P -0.776 2.101 -0.981 -0.479 1.335 -4.215 0.839
H -1.380 -7.393 -0.550 -0.378 -0.158 0.184 0.116
H -4.929 -6.501 1.786 0.237 -0.311 -0.216 0.116
H -2.184 -9.760 -0.689 -0.293 0.349 0.264 0.114
H -5.576 -8.908 1.544 0.451 0.162 -0.223 0.114
H 0.165 -3.324 1.376 -0.291 0.340 -0.058 0.128
H -3.880 -2.029 0.541 0.429 0.129 0.096 0.128
H 0.887 -0.959 1.568 -0.419 -0.189 -0.026 0.081
H -3.164 0.338 0.726 0.125 -0.333 0.119 0.084
C 0.115 3.670 -1.432 -0.276 -0.110 -0.319 -0.486
C 0.378 3.994 -2.908 0.076 0.125 -0.266 -0.116
H 1.073 3.601 -0.885 -0.070 0.031 -0.295 0.036
H -0.458 4.465 -0.921 0.104 -0.209 -0.622 0.025
H 0.679 5.053 -3.007 -0.095 -0.477 0.003 0.091
H 1.197 3.380 -3.318 -0.368 0.226 0.200 0.080
H -0.513 3.841 -3.538 0.389 0.077 0.298 0.065
C -0.109 0.755 -2.077 0.767 -0.086 0.514 -0.350
C -1.047 0.092 -3.094 -0.369 0.008 -0.026 -0.109
H 0.289 -0.003 -1.379 -0.172 0.143 -0.276 0.066
H 0.782 1.188 -2.570 -0.400 -0.144 0.139 0.070
H -0.522 -0.740 -3.596 -0.168 0.418 0.286 0.095
H -1.938 -0.333 -2.599 0.374 0.100 -0.204 0.077
H -1.392 0.790 -3.874 0.197 -0.258 0.306 0.072
C -2.573 2.303 -1.415 0.044 -0.055 0.425 -0.380
C -2.947 3.087 -2.679 -0.023 0.208 -0.178 -0.126
H -2.998 2.800 -0.526 -0.123 -0.181 -0.328 0.072
H -2.985 1.276 -1.438 0.186 0.484 0.054 0.073
H -4.043 3.073 -2.812 0.494 -0.035 0.084 0.094
H -2.641 4.143 -2.592 -0.109 -0.401 -0.083 0.077
H -2.493 2.670 -3.593 -0.209 0.145 0.418 0.067
Br 0.239 4.222 1.508 5.008 5.456 -2.490 1.096
P 4.820 -0.692 -0.803 -0.568 0.040 0.114 0.980
C 3.653 0.080 -2.063 -0.104 -0.232 0.041 -0.460
C 4.361 0.889 -3.159 0.079 0.178 -0.112 -0.179
H 2.898 0.696 -1.536 0.210 -0.216 -0.138 0.041
H 3.105 -0.762 -2.527 0.230 0.270 0.179 0.071
H 3.708 1.016 -4.041 0.285 -0.015 0.328 0.066
H 4.647 1.895 -2.807 -0.036 -0.382 -0.095 0.066
H 5.285 0.380 -3.487 -0.435 0.211 0.096 0.068
C 4.480 0.381 0.701 -0.447 0.097 -0.096 -0.463
C 5.633 0.436 1.712 0.246 0.029 0.177 -0.177
H 3.583 -0.055 1.181 0.179 0.328 -0.098 0.047
H 4.202 1.402 0.371 0.243 -0.401 -0.019 0.060
H 5.579 1.356 2.322 0.016 -0.441 -0.164 0.066
H 5.605 -0.430 2.398 0.078 0.359 -0.316 0.073
H 6.615 0.433 1.208 -0.413 0.019 0.195 0.066
C 3.766 -2.164 -0.298 0.054 0.100 0.214 -0.456
C 4.208 -3.479 -0.951 -0.003 -0.268 -0.176 -0.175
H 2.701 -1.952 -0.519 0.358 -0.043 0.146 0.059
H 3.854 -2.241 0.802 0.040 -0.002 -0.417 0.070
H 3.850 -4.349 -0.372 0.138 0.359 -0.286 0.072
H 3.807 -3.579 -1.976 0.218 0.073 0.394 0.070
H 5.308 -3.540 -1.017 -0.474 -0.012 0.074 0.065
C -2.858 5.622 4.616 -2.189 -0.629 0.148 -0.011
N -1.533 5.521 4.042 1.230 -5.498 -4.011 -0.138
C -0.516 6.524 4.279 2.148 0.620 -0.012 -0.023
C -1.212 4.363 3.195 -0.956 3.287 3.225 -0.046
N -0.936 3.370 2.468 -4.954 4.198 7.339 -0.520
H -2.969 6.539 5.232 0.473 -0.561 -0.573 0.126
H -3.053 4.740 5.262 0.065 0.632 -0.340 0.121
H -3.614 5.652 3.803 0.317 0.045 0.573 0.120
H 0.363 6.054 4.768 -0.453 0.440 -0.227 0.122
H -0.200 6.969 3.313 -0.191 -0.194 0.645 0.106
H -0.888 7.339 4.935 -0.107 -0.835 -0.431 0.128
```
Forces are in eV/Å.

HOMO-LUMO gap (alpha / beta)   2.73 / 2.73 eV
Charge   +2
ΔE to the lowest compared entry with this formula, charge and spin   300.73 kcal per mole
Multiplicity   1


2.
Entry from the Open Molecules 2025 dataset: a molecular structure, C28H44Cl3N4O3SeSiSn at a distorted geometry (wB97M-V/def2-TZVPD).

```
85
Properties=species:S:1:pos:R:3:forces:R:3:lowdin_charge:R:1
C 2.157 -1.681 -5.105 -0.139 0.011 -0.544 -0.011
C 1.292 -0.668 -4.411 2.048 -0.425 2.532 -0.418
H 2.562 -1.225 -6.017 0.107 -0.330 0.100 0.074
H 1.528 -2.541 -5.381 0.311 0.131 0.021 0.099
H 2.979 -2.013 -4.475 -0.078 -0.098 0.075 0.083
C 0.660 0.291 -5.241 -0.969 0.878 -0.783 -0.059
C 0.374 0.135 -6.692 -0.311 0.551 -0.533 -0.108
H 0.660 1.339 -4.940 -0.114 -0.424 0.221 0.100
H -0.296 -0.667 -7.043 0.253 0.041 0.495 0.084
H 1.274 0.090 -7.318 0.159 -0.233 0.106 0.071
H -0.079 1.088 -6.980 -0.223 -0.174 -0.274 0.066
Sn -0.962 -1.427 1.632 -1.283 -0.065 0.586 0.331
Cl 1.710 -1.359 1.916 1.409 0.199 -0.301 -0.008
Cl -2.880 -3.122 1.326 -0.568 -0.789 -0.373 -0.257
C 0.220 1.480 1.567 -2.543 -1.297 0.327 -0.334
O -0.874 0.826 1.546 2.585 2.935 0.616 -0.345
N 0.146 2.776 1.833 0.573 1.068 0.052 -0.165
C -1.175 3.382 1.796 0.043 0.087 0.126 -0.029
C 1.315 3.633 2.007 0.025 -0.140 -0.237 -0.047
H 1.210 1.021 1.424 -0.316 -0.007 0.071 0.071
H -1.887 2.749 2.329 0.109 0.141 -0.111 0.094
H -1.503 3.482 0.755 -0.071 0.023 0.144 0.088
H -1.116 4.364 2.263 -0.051 0.033 -0.024 0.082
H 2.191 3.024 2.271 -0.309 0.126 -0.073 0.090
H 1.128 4.354 2.812 0.040 -0.247 -0.059 0.086
H 1.552 4.196 1.091 -0.118 -0.134 0.200 0.062
H -1.958 -1.695 -3.277 -0.240 0.172 0.226 0.076
H -2.427 1.279 -4.180 -0.353 0.019 -0.078 0.072
C -2.911 -1.272 -2.917 0.029 0.274 -0.033 -0.051
C -3.161 1.140 -3.371 0.480 -0.120 0.193 -0.096
N -2.714 0.103 -2.453 -0.802 -0.020 0.480 -0.234
H -3.302 -1.899 -2.111 0.045 0.107 -0.088 0.088
C -2.786 0.473 -1.103 -0.930 -1.317 1.359 -0.441
O -3.278 -0.150 -0.148 0.553 1.589 -2.616 -0.091
H -3.236 2.077 -2.801 -0.104 -0.118 -0.381 0.082
H -2.261 1.450 -1.009 -0.576 -0.059 0.359 0.104
H -3.611 -1.224 -3.768 0.072 -0.339 0.341 0.074
H -4.141 0.865 -3.803 0.267 0.316 0.138 0.087
O 0.808 -1.241 -3.147 -0.510 1.301 -0.694 -0.056
C 1.733 -0.165 -2.992 -1.136 -1.204 -1.219 -0.183
C 0.055 1.802 -2.708 0.477 -0.234 0.341 -0.061
C 1.295 1.150 -2.469 0.464 1.819 0.093 -0.181
H -0.740 1.252 -3.223 0.458 0.260 0.541 0.074
C -0.147 3.132 -2.287 0.008 -0.325 -0.123 -0.079
H 2.701 -0.496 -2.639 0.161 0.021 0.035 0.141
C 2.323 1.925 -1.855 -0.465 -0.745 -0.302 -0.026
H -1.123 3.622 -2.445 0.579 -0.372 0.002 0.104
C 0.881 3.854 -1.669 -0.047 -0.446 -0.091 -0.118
C 2.114 3.242 -1.450 0.055 -0.303 -0.159 -0.114
H 3.302 1.434 -1.728 -0.514 0.408 0.111 0.116
H 0.729 4.886 -1.371 -0.064 -0.067 0.008 0.095
H 2.933 3.779 -0.971 -0.209 -0.029 -0.127 0.098
Si 0.692 -4.257 -0.981 -0.498 0.760 1.898 0.606
Cl -0.555 -0.696 -0.497 1.828 -0.623 -3.645 0.277
C -0.871 -5.261 -0.793 -0.352 -0.394 -0.697 -0.271
C 1.305 -4.382 0.828 0.394 0.161 -0.209 -0.292
C 2.011 -4.988 -2.057 -0.123 -0.023 -0.367 -0.265
H -1.557 -5.139 -1.633 -0.053 -0.156 -0.053 0.009
H -1.439 -5.010 0.108 0.295 0.141 -0.102 -0.042
H -0.563 -6.313 -0.743 -0.134 -0.092 0.006 0.021
H 1.577 -5.240 -3.029 0.312 -0.114 0.021 0.013
H 2.361 -5.873 -1.524 0.270 -0.182 -0.245 0.017
H 2.813 -4.253 -2.178 -0.005 -0.261 -0.038 0.013
H 0.553 -4.054 1.558 0.093 -0.082 -0.272 -0.045
H 2.210 -3.800 1.043 -0.186 -0.272 -0.066 -0.033
H 1.499 -5.449 1.028 -0.005 0.120 -0.056 0.027
C -2.559 -0.574 5.822 0.311 0.388 0.054 -0.024
N -1.159 -0.326 5.464 -0.282 0.047 -0.906 -0.061
C -0.364 -1.172 4.706 0.027 -0.757 0.505 -0.772
Se -0.780 -2.819 3.970 -0.053 -0.457 3.112 0.526
N 0.810 -0.532 4.531 -0.228 0.869 -0.627 0.057
C 0.725 0.775 4.988 0.340 -1.652 0.388 -0.208
C 1.811 1.595 5.174 0.066 0.473 0.028 -0.028
C 1.712 2.506 6.209 0.073 0.088 -0.212 -0.098
C 0.531 2.598 6.958 -0.500 -0.079 -0.456 -0.096
C -0.617 1.853 6.652 0.720 0.302 -0.266 -0.011
C -0.489 0.900 5.650 0.147 -0.972 0.480 -0.152
H -3.203 -0.663 4.934 0.367 -0.112 0.251 0.100
H -2.861 0.309 6.395 -0.161 -0.235 -0.082 0.074
H -2.658 -1.459 6.462 0.118 0.113 -0.318 0.087
H 1.567 -0.852 3.891 -0.837 -0.200 0.036 0.001
H 2.682 1.403 4.558 0.239 0.188 0.324 0.118
H 2.572 3.118 6.456 -0.135 0.045 0.093 0.096
H 0.524 3.250 7.806 -0.171 0.434 0.264 0.086
H -1.545 1.957 7.177 -0.143 0.080 0.479 0.094
```
Forces are in eV/Å.

HOMO-LUMO gap (alpha / beta)   4.61 / 4.22 eV
Charge   -1
ΔE to the lowest compared entry with this formula, charge and spin   145.07 kcal per mole
Multiplicity   1


3.
Entry from the Open Molecules 2025 dataset: a molecular structure, C28H44F5KN4O6STe at a distorted geometry (wB97M-V/def2-TZVPD).

```
90
Properties=species:S:1:pos:R:3:forces:R:3:lowdin_charge:R:1
K -0.208 1.563 -0.580 1.185 -1.668 0.421 0.748
C -1.607 -1.817 2.014 0.006 -0.028 -0.079 -0.066
C -0.997 -1.321 3.325 -0.035 0.041 0.066 -0.387
C 0.371 -1.960 3.543 0.069 -0.023 -0.016 -0.085
C -0.968 0.195 3.342 0.064 -0.012 -0.024 -0.218
C -2.098 0.901 3.730 -0.008 -0.034 0.024 -0.056
C -2.127 2.289 3.678 -0.033 0.022 -0.002 -0.054
C -1.031 3.019 3.235 0.034 -0.067 0.016 -0.267
C -1.063 4.515 3.144 -0.012 0.051 0.038 -0.044
C 0.107 2.310 2.846 -0.023 0.055 0.019 -0.035
C 0.135 0.926 2.901 -0.008 -0.032 -0.034 -0.027
H -1.642 -2.911 1.984 -0.018 -0.003 0.018 0.075
H -1.021 -1.474 1.158 0.019 0.004 0.010 0.057
H -2.619 -1.431 1.874 -0.009 0.018 0.023 0.079
H -1.649 -1.632 4.152 0.006 -0.026 -0.023 0.125
H 1.044 -1.741 2.712 -0.013 0.005 -0.013 0.056
H 0.275 -3.047 3.605 -0.009 0.000 0.012 0.071
H 0.849 -1.601 4.457 -0.026 0.011 0.020 0.079
H -2.975 0.354 4.065 -0.010 0.012 0.003 0.104
H -3.029 2.818 3.970 -0.008 -0.012 0.007 0.099
H -0.342 4.967 3.829 0.019 -0.004 -0.011 0.080
H -2.055 4.899 3.396 -0.002 0.011 -0.020 0.067
H -0.791 4.825 2.133 0.006 0.004 -0.018 0.057
H 0.957 2.852 2.450 0.001 0.031 -0.003 0.113
H 1.027 0.415 2.559 0.008 -0.003 -0.008 0.108
N -1.367 -1.426 -1.301 -0.051 0.212 -0.140 0.007
C -1.108 -1.457 -2.759 -0.009 -0.027 -0.013 -0.193
C -1.004 -0.058 -3.414 0.018 -0.100 0.115 -0.611
O -2.040 0.373 -3.978 -0.027 -0.020 -0.031 -0.087
N 0.196 0.487 -3.315 0.066 0.307 -0.019 0.015
C 0.363 1.793 -3.963 0.004 -0.116 -0.052 -0.156
C 0.194 2.925 -2.945 0.049 0.281 0.313 -0.648
O 1.240 3.598 -2.601 -0.085 -0.154 -0.150 -0.158
O -0.897 3.050 -2.382 -0.546 0.204 -0.645 -0.137
H -1.805 -2.296 -1.019 0.036 -0.014 0.007 0.054
H -2.023 -0.684 -1.059 0.034 -0.009 -0.119 0.023
H -1.912 -1.969 -3.300 0.039 -0.024 -0.001 0.092
H -0.172 -2.000 -2.917 0.003 0.016 -0.021 0.087
H -0.378 1.937 -4.759 -0.018 0.060 0.023 0.107
H 1.372 1.853 -4.383 -0.003 0.011 -0.008 0.096
C 3.827 -7.048 -0.851 0.040 -0.079 -0.047 -0.081
C 2.915 -6.301 0.115 0.006 0.014 0.041 -0.213
N 2.967 -4.852 -0.019 -0.137 0.054 0.077 -0.060
C 3.809 -4.110 0.911 -0.132 -0.057 -0.010 -0.207
C 5.293 -4.169 0.579 0.076 0.003 -0.019 -0.073
C 2.336 -4.320 -1.115 0.383 0.030 -0.226 -0.409
O 1.833 -5.060 -1.950 -0.170 0.005 0.044 0.055
C 2.371 -2.837 -1.306 -0.016 -0.043 0.070 -0.148
C 3.021 -2.301 -2.420 -0.081 0.026 0.008 -0.019
C 3.030 -0.935 -2.583 -0.079 -0.015 -0.025 -0.045
C 2.392 -0.141 -1.630 0.278 0.153 0.306 -0.136
N 1.790 -0.637 -0.555 -0.054 -0.126 -0.044 0.076
C 1.751 -1.961 -0.431 0.048 -0.015 0.092 -0.123
H 3.724 -8.126 -0.708 -0.005 -0.010 0.012 0.068
H 4.874 -6.786 -0.699 0.009 0.008 0.012 0.055
H 3.553 -6.812 -1.878 -0.013 0.012 0.036 0.068
H 3.177 -6.538 1.149 0.010 -0.011 -0.010 0.112
H 1.884 -6.617 -0.048 0.008 -0.010 -0.026 0.117
H 3.627 -4.515 1.911 0.028 0.013 0.004 0.115
H 3.488 -3.076 0.935 -0.046 0.095 -0.055 0.102
H 5.690 -5.183 0.648 -0.021 -0.012 0.007 0.056
H 5.857 -3.539 1.269 -0.004 0.002 0.018 0.072
H 5.469 -3.801 -0.433 -0.021 0.009 -0.007 0.079
H 3.486 -2.960 -3.143 0.003 -0.014 -0.004 0.115
H 3.483 -0.462 -3.443 0.023 -0.027 -0.013 0.106
H 2.440 0.940 -1.682 -0.051 0.076 -0.158 0.095
H 1.198 -2.345 0.421 -0.001 -0.023 0.016 0.106
C -5.428 1.695 0.586 0.001 0.011 0.006 -0.145
C -5.072 1.739 -0.892 -0.197 0.125 0.091 -0.388
S -3.330 2.078 -1.249 0.341 -0.175 0.113 0.957
O -2.563 1.218 -0.259 -1.242 -0.075 -0.183 -0.642
C -3.172 3.740 -0.581 -0.066 0.035 0.042 -0.380
C -3.632 4.786 -1.580 0.008 0.073 -0.012 -0.127
H -6.333 1.104 0.741 -0.008 0.015 0.030 0.062
H -5.604 2.691 0.991 0.019 0.002 0.002 0.062
H -4.612 1.237 1.150 0.020 -0.023 -0.022 0.060
H -5.642 2.491 -1.446 -0.007 -0.009 0.013 0.077
H -5.261 0.778 -1.374 0.087 -0.022 -0.001 0.080
H -2.096 3.834 -0.401 -0.003 -0.002 -0.041 0.051
H -3.689 3.787 0.380 0.005 0.002 -0.009 0.086
H -3.107 4.643 -2.524 0.019 -0.010 -0.007 0.075
H -3.371 5.778 -1.210 -0.006 0.000 0.001 0.077
H -4.712 4.761 -1.759 0.001 -0.026 -0.001 0.055
F 2.617 5.609 -1.479 -0.243 -0.016 0.027 -0.378
Te 1.202 4.740 -0.607 -0.659 -1.177 0.654 1.846
F 0.672 6.401 0.238 0.171 0.049 -0.104 -0.454
F 2.347 4.906 0.957 0.033 0.098 -0.141 -0.455
F 0.020 5.597 -1.866 0.192 0.130 0.104 -0.411
F 2.318 3.105 -0.570 0.255 0.114 0.010 -0.459
O -0.042 3.737 0.288 0.487 1.840 -0.354 -0.708
```
Forces are in eV/Å.

HOMO-LUMO gap   5.70 eV
Charge   -2
ΔE to the lowest compared entry with this formula, charge and spin   45.52 kcal per mole
Multiplicity   1


Which formula does entry 3 have? C28H44F5KN4O6STe


Which value of multiplicity does entry 1 give? 1


Which of these has the highest ΔE to the lowest compared entry with this formula, charge and spin? C28H44BrHgN3P2